Density functional theory data (ωB97M-V/def2-TZVPD) for C46H50ClN10O7Ta as an isolated structure at a distorted geometry.

Output
total charge	+2
HOMO energy	-12.39	eV
gap between HOMO and LUMO	5.2	eV
E_LUMO	-7.18	eV
F_max	4.67	eV/A

Each line ends with the Mulliken charge.
Geometry (Å):
Ta (0.037, 0.063, -0.188)  0.39
C (3.618, -4.982, 4.275)  -1.18
O (2.711, -4.470, 3.314)  -0.41
C (1.380, -4.570, 3.567)  0.36
C (0.843, -4.852, 4.820)  -0.85
C (-0.522, -4.984, 4.993)  -0.97
C (-1.376, -4.879, 3.908)  -1.06
C (-0.859, -4.568, 2.663)  0.01
C (0.507, -4.357, 2.486)  0.57
N (0.977, -3.939, 1.212)  0.60
C (1.709, -2.843, 0.928)  -2.67
N (2.187, -2.109, 1.979)  1.65
C (2.530, -0.747, 1.926)  -0.52
C (1.804, 0.218, 1.204)  1.79
C (2.245, 1.546, 1.319)  -1.25
C (3.299, 1.908, 2.131)  -1.41
C (3.956, 0.959, 2.896)  -0.62
C (3.579, -0.370, 2.802)  0.98
O (4.124, -1.382, 3.528)  -0.29
C (5.164, -1.074, 4.439)  -1.06
N (1.781, -2.442, -0.317)  0.44
C (3.001, -2.081, -0.855)  0.67
C (3.110, -1.032, -1.767)  0.33
C (4.323, -0.738, -2.376)  -1.15
C (5.421, -1.537, -2.120)  -1.05
C (5.331, -2.607, -1.242)  -0.74
C (4.140, -2.879, -0.592)  0.43
O (3.938, -3.889, 0.299)  -0.02
C (4.819, -4.999, 0.274)  -1.07
H (4.588, -5.010, 3.782)  0.31
H (3.342, -5.992, 4.582)  0.43
H (3.672, -4.328, 5.150)  0.37
H (1.493, -4.979, 5.669)  0.52
H (-0.918, -5.193, 5.972)  0.46
H (-2.434, -5.040, 4.029)  0.49
H (-1.520, -4.499, 1.813)  0.62
H (0.693, -4.480, 0.403)  0.54
H (2.701, -2.635, 2.687)  0.34
H (1.754, 2.333, 0.765)  0.63
H (3.611, 2.937, 2.177)  0.60
H (4.755, 1.270, 3.545)  0.59
H (5.411, -2.013, 4.930)  0.27
H (4.836, -0.352, 5.190)  0.41
H (6.047, -0.691, 3.922)  0.39
H (2.168, 0.409, -2.650)  0.34
H (4.398, 0.088, -3.067)  0.55
H (6.357, -1.344, -2.619)  0.45
H (6.202, -3.216, -1.064)  0.50
H (4.352, -5.753, 0.905)  0.30
H (5.799, -4.754, 0.691)  0.33
H (4.934, -5.390, -0.740)  0.41
O (1.022, 1.956, -2.884)  -0.64
Cl (-0.220, 2.039, -2.174)  1.21
O (-0.977, 0.808, -2.353)  -0.36
O (1.962, -0.299, -2.010)  -0.03
O (0.174, 1.968, -0.714)  -1.09
C (-1.094, 4.399, 0.692)  -1.44
C (-0.322, 3.926, 1.889)  1.05
C (0.601, 4.778, 2.471)  -0.79
C (1.230, 4.450, 3.659)  -1.19
C (0.829, 3.314, 4.335)  -1.00
C (-0.103, 2.438, 3.793)  1.60
C (-0.637, 1.343, 4.665)  -2.12
C (-0.592, 2.689, 2.503)  -1.19
N (-1.337, 1.732, 1.786)  2.15
C (-2.591, 1.568, 1.967)  0.68
C (-3.397, 2.355, 2.949)  -2.41
C (-3.340, 0.655, 1.072)  0.67
C (-4.822, 0.593, 1.245)  -2.39
N (-2.722, -0.003, 0.157)  1.64
C (-3.443, -0.573, -0.915)  -0.56
C (-3.930, 0.296, -1.905)  1.46
C (-3.810, 1.787, -1.806)  -2.02
C (-4.547, -0.242, -3.024)  -0.83
C (-4.718, -1.604, -3.163)  -1.32
C (-4.274, -2.451, -2.163)  -0.20
C (-3.635, -1.958, -1.036)  0.17
C (-3.223, -2.897, 0.062)  -0.71
H (-0.756, 5.394, 0.418)  0.50
H (-2.158, 4.454, 0.925)  0.23
H (-0.970, 3.744, -0.166)  0.07
H (0.820, 5.714, 1.980)  0.45
H (1.974, 5.107, 4.080)  0.51
H (1.228, 3.092, 5.313)  0.55
H (-1.267, 1.798, 5.431)  0.48
H (0.171, 0.828, 5.175)  0.52
H (-1.224, 0.612, 4.125)  0.27
H (-2.776, 3.093, 3.448)  0.46
H (-3.835, 1.701, 3.702)  0.43
H (-4.215, 2.871, 2.450)  0.60
H (-5.084, 0.444, 2.292)  0.60
H (-5.236, -0.215, 0.646)  0.43
H (-5.297, 1.520, 0.926)  0.42
H (-3.036, 2.099, -1.106)  -0.04
H (-4.763, 2.217, -1.498)  0.39
H (-3.576, 2.192, -2.786)  0.56
H (-4.897, 0.431, -3.789)  0.54
H (-5.202, -2.002, -4.038)  0.42
H (-4.432, -3.514, -2.259)  0.46
H (-3.497, -3.916, -0.201)  0.60
H (-3.724, -2.639, 0.995)  0.32
H (-2.146, -2.845, 0.214)  -0.27
N (-0.545, -1.588, -1.044)  0.60
C (-0.740, -2.258, -2.006)  1.67
C (-0.957, -3.038, -3.061)  0.12
C (-0.558, -4.390, -3.069)  -0.32
N (-0.266, -5.496, -3.061)  -0.46
C (-1.628, -2.508, -4.185)  -0.35
N (-2.173, -2.067, -5.088)  -0.50
N (-0.273, -1.202, 3.304)  -0.52
N (-0.816, -1.451, 1.998)  0.31
H (-0.074, -2.069, 3.798)  0.18
H (0.591, -0.675, 3.213)  0.01
H (-1.824, -1.297, 2.062)  0.72
H (-0.685, -2.434, 1.748)  -1.04

---

Density functional theory data (ωB97M-V/def2-TZVPD) for C22H29N5PtS2 as an isolated structure.

Output
HOMO energy	-7.37	eV
gap between HOMO and LUMO	6.5	eV
E_LUMO	-0.90	eV
F_max	0.48	eV/A

Each line ends with the Mulliken charge.
Geometry (Å):
Pt (-0.457, -2.128, 1.459)  0.14
C (4.158, -2.439, -1.474)  -0.52
C (2.819, -2.732, -1.683)  -0.70
C (1.945, -2.799, -0.607)  -0.42
C (2.434, -2.572, 0.675)  0.44
C (3.774, -2.279, 0.899)  -0.26
C (4.631, -2.217, -0.185)  -0.59
N (1.504, -2.600, 1.749)  0.65
N (1.960, -2.771, 2.908)  -0.82
C (0.974, -2.619, 3.858)  1.17
C (1.244, -2.798, 5.216)  -0.53
C (0.227, -2.573, 6.119)  -0.53
C (-1.027, -2.160, 5.659)  -0.65
C (-1.293, -1.974, 4.313)  -0.82
C (-0.289, -2.224, 3.380)  0.02
H (4.837, -2.383, -2.314)  0.40
H (2.449, -2.915, -2.683)  0.42
H (0.902, -3.039, -0.758)  0.46
H (4.125, -2.092, 1.903)  0.48
H (5.676, -1.986, -0.025)  0.38
H (2.234, -3.100, 5.528)  0.43
H (0.396, -2.705, 7.179)  0.37
H (-1.816, -1.977, 6.378)  0.39
H (-2.267, -1.642, 3.978)  0.43
S (-2.157, -3.023, -0.099)  -0.46
C (-2.909, -1.945, 0.962)  0.58
N (-3.395, -1.204, 1.718)  -0.72
C (-3.305, 3.588, -0.305)  -0.97
C (-4.006, 2.920, -1.483)  -0.58
C (-3.165, 1.888, -2.233)  -0.13
C (-2.925, 0.575, -1.483)  -1.20
N (-2.049, 0.676, -0.329)  0.08
C (-0.710, 0.653, -0.363)  -0.08
S (0.171, 0.492, 1.084)  -0.25
N (-0.113, 0.721, -1.562)  -0.01
C (1.329, 0.792, -1.761)  -0.75
C (1.882, 2.201, -1.579)  -0.64
C (1.202, 3.255, -2.450)  0.07
C (1.279, 2.967, -3.944)  -1.29
H (-3.909, 4.406, 0.088)  0.39
H (-2.341, 4.002, -0.612)  0.19
H (-3.113, 2.895, 0.511)  0.23
H (-4.311, 3.690, -2.196)  0.35
H (-4.933, 2.444, -1.147)  0.29
H (-2.211, 2.349, -2.515)  0.01
H (-3.664, 1.632, -3.171)  0.39
H (-2.545, -0.198, -2.161)  0.37
H (-3.878, 0.197, -1.107)  0.53
H (-2.440, 0.464, 0.577)  0.48
H (-0.696, 0.869, -2.367)  0.31
H (1.525, 0.415, -2.767)  0.53
H (1.800, 0.107, -1.058)  -0.04
H (2.955, 2.172, -1.796)  0.46
H (1.783, 2.472, -0.526)  0.27
H (1.656, 4.227, -2.241)  0.41
H (0.155, 3.353, -2.145)  -0.17
H (2.311, 2.802, -4.260)  0.34
H (0.880, 3.795, -4.530)  0.38
H (0.711, 2.076, -4.221)  0.28

---

Density functional theory data (ωB97M-V/def2-TZVPD) for one molecule with the formula C5H7NO.

Output
HOMO energy	-8.33	eV
gap between HOMO and LUMO	9.1	eV
E_LUMO	0.81	eV
F_max	0.67	eV/A

Each line ends with the Mulliken charge.
Geometry (Å):
O (1.511, -0.355, -1.346)  -0.55
C (0.378, -0.133, -0.572)  0.75
C (-0.603, -1.267, -0.286)  -0.43
C (-1.187, -1.059, 1.111)  -0.59
N (-0.544, 0.009, 1.555)  0.01
C (-0.179, 1.254, -0.575)  -0.84
C (0.416, 0.679, 0.687)  -0.40
H (2.105, -0.918, -0.832)  0.36
H (-1.410, -1.322, -1.026)  0.27
H (-0.095, -2.242, -0.315)  0.33
H (0.410, 1.998, -1.105)  0.30
H (-1.257, 1.394, -0.601)  0.25
H (-0.757, 0.421, 2.454)  0.20
H (1.332, 1.084, 1.113)  0.34

---

Density functional theory data (ωB97M-V/def2-TZVPD) for a 3-piece molecular cluster, C2H11N2O3 overall at a distorted geometry.

Output
total charge	+1
HOMO energy	-14.30	eV
gap between HOMO and LUMO	10.9	eV
E_LUMO	-3.36	eV
F_max	6.62	eV/A

Each line ends with the Mulliken charge.
Geometry (Å):
N (-0.470, -0.299, -1.323)  -0.30
C (0.122, -0.212, 0.095)  -0.49
C (1.195, -1.425, 0.126)  0.55
N (1.414, -1.832, 1.416)  -0.36
O (1.639, -1.651, -0.923)  -0.51
H (-0.054, 0.357, -2.045)  0.35
H (-0.316, -1.291, -1.602)  0.37
H (-1.494, -0.235, -1.228)  0.34
H (-0.570, -0.037, 1.083)  0.33
H (0.698, 0.839, 0.034)  0.19
H (0.838, -1.418, 2.170)  0.23
H (1.915, -2.701, 1.671)  0.26
H (-2.508, 1.703, -1.648)  0.34
H (-2.586, 1.774, -3.083)  0.32
O (-1.887, 1.666, -2.489)  -0.65
H (0.450, 1.379, 3.279)  0.31
H (1.051, 2.111, 2.180)  0.28
O (0.562, 1.272, 2.287)  -0.58

---

Density functional theory data (ωB97M-V/def2-TZVPD) for a 2-piece molecular cluster, C4H8ClOP overall at a distorted geometry.

Output
HOMO energy	-8.94	eV
gap between HOMO and LUMO	9.7	eV
E_LUMO	0.75	eV
F_max	6.06	eV/A

Each line ends with the Mulliken charge.
Geometry (Å):
C (1.880, 1.004, 0.629)  -0.31
C (1.209, 1.012, 1.643)  0.00
C (2.711, 0.912, -0.616)  -1.16
C (-2.410, -1.835, -0.197)  -0.92
O (-0.774, 0.061, -0.752)  -0.38
P (-1.349, -0.544, 0.636)  0.34
Cl (-2.815, 0.845, 0.972)  -0.25
H (0.047, 0.532, -0.620)  0.23
H (0.716, 1.208, 2.467)  0.55
H (3.794, 1.005, -0.548)  0.31
H (2.152, 1.634, -1.246)  0.32
H (2.601, 0.079, -1.295)  0.36
H (-1.814, -2.655, -0.417)  0.35
H (-3.206, -1.941, 0.548)  0.33
H (-2.742, -1.316, -1.204)  0.24

---

Density functional theory data (ωB97M-V/def2-TZVPD) for one molecule with the formula C3H8N2S2 at a distorted geometry.

Output
HOMO energy	-8.50	eV
gap between HOMO and LUMO	9.0	eV
E_LUMO	0.52	eV
F_max	1.75	eV/A

Each line ends with the Mulliken charge.
Geometry (Å):
C (0.310, -1.232, 1.023)  -0.16
C (-0.744, -0.115, 1.017)  -0.93
C (0.382, 1.679, -0.889)  0.41
H (-0.817, -2.394, -0.253)  0.20
H (0.318, -3.262, 0.659)  0.20
H (0.619, -1.327, 2.113)  0.27
H (1.094, -0.989, 0.319)  0.28
H (-0.529, 0.740, 1.689)  0.38
H (-1.731, -0.517, 1.319)  0.43
H (0.828, 3.060, -2.325)  0.22
H (-0.293, 1.917, -2.787)  0.19
N (-0.310, -2.486, 0.649)  -0.57
N (0.418, 2.183, -2.147)  -0.42
S (-0.951, 0.588, -0.706)  -0.15
S (1.408, 2.155, 0.318)  -0.35

---

Density functional theory data (ωB97M-V/def2-TZVPD) for one molecule with the formula C4H6.

Output
HOMO energy (spin up / spin down)	-8.21 / -8.47	eV
gap between HOMO and LUMO (spin up / spin down)	7.4 / 7.7	eV
E_LUMO (spin up / spin down)	-0.81 / -0.80	eV
F_max	0.83	eV/A

Each line ends with the Mulliken charge.
Geometry (Å):
C (-1.018, 1.013, 0.003)  -0.96
C (-0.400, -0.274, 0.421)  0.04
C (0.794, -0.819, 0.054)  -0.21
C (1.955, -0.139, -0.424)  -0.52
H (-1.950, 0.759, -0.523)  0.29
H (-0.379, 1.585, -0.669)  0.33
H (-1.313, 1.627, 0.861)  0.27
H (-1.061, -0.926, 0.996)  0.30
H (0.781, -1.905, 0.189)  0.28
H (2.591, -0.920, -0.907)  0.16

---

Density functional theory data (ωB97M-V/def2-TZVPD) for C16H31NP2SW as an isolated structure at a distorted geometry.

Output
spin multiplicity	3
total charge	+2
HOMO energy (spin up / spin down)	-13.55 / -13.72	eV
gap between HOMO and LUMO (spin up / spin down)	5.9 / 6.0	eV
E_LUMO (spin up / spin down)	-7.63 / -7.72	eV
F_max	3.31	eV/A

Each line ends with the Mulliken spin population.
Geometry (Å):
P (2.353, 0.298, 0.364)  0.01
P (-0.328, 1.707, -1.708)  0.00
C (2.425, 1.530, -0.935)  0.00
C (1.238, 2.501, -1.126)  0.00
H (2.666, 0.998, -1.870)  0.00
H (3.298, 2.136, -0.676)  0.00
H (1.028, 3.078, -0.203)  0.00
H (1.507, 3.241, -1.893)  0.00
C (-0.144, 1.468, -3.508)  0.00
H (-1.027, 0.928, -3.878)  0.00
H (0.763, 0.891, -3.736)  0.00
H (-0.089, 2.437, -4.017)  0.00
C (-1.591, 3.016, -1.544)  0.00
H (-1.521, 3.714, -2.382)  0.00
H (-1.479, 3.574, -0.599)  0.00
H (-2.598, 2.566, -1.564)  0.00
C (3.707, -0.883, 0.285)  0.00
H (3.544, -1.710, 0.999)  0.00
H (4.635, -0.362, 0.560)  0.00
H (3.812, -1.273, -0.735)  0.00
C (2.527, 1.177, 1.941)  0.00
H (1.790, 1.983, 2.055)  0.00
H (3.524, 1.637, 1.939)  0.00
H (2.481, 0.498, 2.804)  0.00
W (-0.593, -2.074, 0.821)  1.66
C (-2.735, -1.012, 1.069)  0.07
C (-2.464, -1.470, -0.237)  0.06
C (-1.651, -0.738, -1.264)  0.04
C (-0.116, -0.982, -1.113)  -0.05
C (0.782, -0.529, 0.188)  0.23
C (-0.005, -0.025, 1.386)  -0.13
C (-1.081, 0.934, 1.253)  0.04
C (-2.485, 0.373, 1.599)  0.00
C (-0.922, -2.253, 2.830)  -0.06
H (-3.422, -1.619, 1.662)  -0.01
H (-2.960, -2.380, -0.600)  0.00
H (-1.935, 0.342, -1.355)  0.00
H (-1.877, -1.175, -2.261)  0.03
H (0.078, -2.091, -1.222)  -0.01
H (0.382, -0.617, -2.034)  0.00
H (1.204, -1.606, 0.457)  -0.05
H (0.481, -0.035, 2.348)  -0.01
H (-1.099, 1.312, 0.219)  -0.02
H (-0.838, 1.809, 1.878)  0.01
H (-2.562, 0.400, 2.698)  0.00
H (-3.219, 1.075, 1.152)  0.01
H (-1.942, -2.107, 3.213)  0.03
H (-0.206, -1.709, 3.456)  0.01
H (-0.663, -3.332, 2.904)  0.02
S (-1.170, -6.633, -0.002)  0.10
C (-0.860, -5.093, 0.099)  0.05
N (-0.645, -3.914, 0.284)  -0.04